Entry 1:
Computed, not measured: 2 unconnected molecules or ions with the total composition C25H26NO in a non-equilibrium geometry, with the ωB97M-V functional and the def2-TZVPD basis.

Geometry as XYZ:
```
53
C25H26NO (the ωB97M-V functional and the def2-TZVPD basis)
O 1.626 -3.830 -2.120
H 2.871 4.266 -1.330
H -5.356 2.658 1.999
H 2.558 6.747 0.957
C 0.684 -2.675 -0.241
H -0.151 -1.529 1.363
H 0.431 -3.645 0.186
C 0.850 2.193 0.525
C 0.219 0.939 0.526
H 2.467 6.531 -0.806
C 1.655 4.908 0.327
C 2.203 3.940 -0.527
C -5.769 0.495 0.312
C 4.528 -5.878 -1.255
H 3.703 -2.740 -3.407
H 1.012 6.946 0.123
H -5.302 -1.667 1.954
C -2.557 0.605 1.447
H 0.463 5.239 2.090
H -6.859 0.488 0.410
N -3.722 0.523 1.628
C 1.888 2.599 -0.379
H -5.269 -0.762 3.490
C 0.818 4.493 1.376
C 5.563 -5.179 -1.883
C 3.953 -3.609 -2.803
H -6.728 -0.754 2.483
C 2.944 -4.303 -2.135
H 2.371 -6.006 -0.966
H -5.469 -0.396 -0.252
H 4.739 -6.748 -0.634
H -6.763 1.696 2.494
C 1.651 -1.398 -2.079
H -0.277 2.863 2.255
H 1.315 0.708 -2.032
C -5.633 -0.753 2.457
C 0.339 -1.499 0.390
C -5.669 1.724 2.478
H -5.314 1.722 3.515
H -0.641 0.834 1.199
H 6.596 -5.515 -1.768
H 6.063 -3.529 -3.190
C 1.352 -2.624 -1.475
C 5.268 -4.064 -2.673
C 1.940 6.362 0.137
C -5.156 0.499 1.715
C 0.411 3.180 1.470
C 0.609 -0.223 -0.189
H -5.479 1.386 -0.256
H 2.173 -1.387 -3.037
C 1.213 -0.225 -1.481
H 2.432 1.865 -0.972
C 3.206 -5.472 -1.416
```

Values from the calculation:
Orbital gap ... 0.2254 hartree
LUMO energy ... -5.1 eV
Charge ... +1
Molar mass ... 356.49 g/mol
Energy above the lowest of the compared OMol25 structures with the same formula, charge and spin ... 2.0115 eV

---

Entry 2:
Computed, not measured: a molecular structure, C25H27Cl3N2O3Pt in a non-equilibrium geometry, with the ωB97M-V functional and the def2-TZVPD basis.

Geometry as XYZ:
```
61
C25H27Cl3N2O3Pt (the ωB97M-V functional and the def2-TZVPD basis)
Cl -0.084 -2.125 1.079
H 1.989 1.057 -3.375
C 4.250 0.550 6.298
C 1.891 0.498 5.729
H 2.668 3.165 0.171
H 0.572 1.494 7.139
C -1.100 -2.241 7.153
H -3.379 0.620 -2.534
N 0.043 1.373 4.515
H -3.425 -1.118 -2.150
H 4.778 1.634 8.093
C -1.078 2.224 -2.647
H 0.864 -1.319 7.154
C 0.740 0.156 4.787
O 2.030 -1.019 3.037
C 2.643 1.656 7.727
H -0.423 1.961 5.196
O 1.890 3.160 -0.421
C 1.605 1.240 6.884
C 0.676 0.492 -1.804
C -0.065 -1.474 6.607
H -2.956 -0.580 -3.775
C 0.614 -0.938 -1.437
H 2.400 2.250 8.609
H -0.962 -2.671 8.143
H 1.626 -2.699 -0.832
Pt 0.278 0.127 0.404
H -0.406 -3.470 -1.533
C -1.170 -2.794 -1.926
C -0.650 0.877 -2.236
H 2.808 0.592 -1.865
H 5.271 0.263 6.047
H -2.086 -2.925 -1.332
H -1.403 -3.093 -2.959
C -2.881 -0.342 -2.704
H -3.097 -3.027 6.881
H -3.325 -2.068 4.566
H -1.463 -0.768 3.583
H 2.001 2.155 -1.979
C 1.136 -0.231 3.328
H -0.308 2.966 -2.404
H 2.663 -1.270 -0.987
C -0.232 -0.881 5.351
C 1.819 -1.805 -1.430
H 3.421 -0.447 4.561
C -2.285 -2.443 6.441
C -0.714 -1.398 -1.871
O -1.136 2.352 2.779
C 3.210 0.147 5.450
Cl 0.617 2.405 0.525
C -1.463 -0.287 -2.276
C -1.380 -1.152 4.604
N 0.334 0.482 2.475
H -1.274 2.263 -3.730
C 3.970 1.309 7.436
C 1.936 1.107 -2.277
C -0.364 1.506 3.182
H -2.009 2.513 -2.134
C -2.420 -1.909 5.154
H 2.087 -2.111 -2.448
Cl -2.228 0.372 0.682
```

Values from the calculation:
Orbital gap (spin up / spin down) ... 0.1191 / 0.2264 hartree
LUMO energy (spin up / spin down) ... 4.4 / 4.4 eV
Charge ... -2
Molar mass ... 704.94 g/mol
Energy above the lowest of the compared OMol25 structures with the same formula, charge and spin ... 0.0185 eV
2S+1 ... 5

---

Entry 3:
Computed, not measured: a molecular structure, C25H27FN2O4S2 in a non-equilibrium geometry, with the ωB97M-V functional and the def2-TZVPD basis.

Geometry as XYZ:
```
61
C25H27FN2O4S2 (the ωB97M-V functional and the def2-TZVPD basis)
H 7.234 3.786 8.627
C 4.937 3.376 9.638
C -2.057 4.189 6.449
H 6.246 -0.210 8.676
C 0.921 4.949 12.014
F 2.088 1.095 6.915
O 2.292 -2.017 5.867
C 8.158 1.834 8.645
C -1.953 3.801 5.106
H 0.810 7.052 12.542
H 6.861 -0.204 6.458
H 6.128 1.314 11.314
C -0.896 1.791 5.836
C 3.602 3.192 9.981
H 7.682 0.640 4.247
C 1.403 6.263 12.084
H -1.727 3.631 8.526
H 7.802 1.650 7.624
C 6.192 -0.117 5.605
O -0.563 -0.761 6.537
O 1.918 -1.197 3.508
N 1.534 0.559 5.436
H 1.290 2.926 11.357
C -1.621 3.351 7.482
H 3.143 2.203 9.940
C 4.861 -0.498 5.756
H -2.320 4.438 4.304
C 4.019 -0.381 4.659
H 8.672 -0.243 8.890
H 4.408 5.800 10.544
H 7.753 3.230 10.236
H -2.504 5.152 6.698
C 2.657 6.556 11.533
H 6.642 -0.798 10.294
N 5.912 2.437 9.522
S -0.234 0.159 5.476
C 6.677 0.083 9.643
H 3.057 7.572 11.604
S 2.335 -0.976 4.876
O -0.661 -0.058 4.115
H 4.754 0.861 10.279
H 9.183 2.212 8.567
C 3.391 5.570 10.875
H 8.622 0.661 10.402
C 5.804 1.177 10.260
H 5.280 4.400 9.423
C 2.885 4.239 10.712
C 1.640 3.964 11.341
H 4.463 -0.902 6.682
H -0.747 1.405 7.933
C -1.386 2.568 4.788
C -1.051 2.120 7.175
H 3.769 -0.046 2.545
C 4.452 -0.004 3.390
H -1.348 2.194 3.768
H -0.041 4.706 12.474
C 8.121 0.531 9.434
C 6.640 0.339 4.358
C 5.782 0.389 3.251
C 7.284 2.911 9.284
H 6.140 0.716 2.277
```

Values from the calculation:
Orbital gap ... 0.1945 hartree
LUMO energy ... -1.7 eV
Charge ... 0
Molar mass ... 502.63 g/mol
Energy above the lowest of the compared OMol25 structures with the same formula, charge and spin ... 0.0000 eV

---

Entry 4:
Computed, not measured: a single C25H27FN4O2 molecule, with the ωB97M-V functional and the def2-TZVPD basis.

Geometry as XYZ:
```
59
C25H27FN4O2 (the ωB97M-V functional and the def2-TZVPD basis)
N 0.343 2.312 1.244
C -6.578 -0.042 -0.417
C 6.943 1.515 -1.419
H -4.162 -1.414 -0.594
C 6.044 -0.424 -0.327
H 0.672 4.361 1.172
C -8.065 -1.586 0.702
C -0.469 -0.122 -1.195
H -1.701 1.485 0.512
H 6.633 2.553 -1.528
N 1.116 1.253 1.016
H -5.987 -1.930 0.422
H -7.502 1.762 -1.114
H 1.575 -0.662 -0.766
N -1.776 -0.317 -0.600
C -2.855 0.066 -1.493
H 8.073 -3.112 -0.656
C -5.267 0.356 -0.911
H 0.366 -1.810 -0.176
C -9.112 -0.708 0.489
H -0.245 0.951 -1.345
H -2.877 1.156 -1.679
O 3.294 -0.691 2.050
C 2.369 1.638 0.677
H 4.440 -2.716 1.557
C -6.805 -1.249 0.249
C -7.659 0.822 -0.606
C 6.266 -3.088 0.494
H 6.348 -4.115 0.814
C 5.199 -2.313 0.904
H 7.889 -0.794 -1.360
N 3.422 0.789 0.336
C 3.861 -0.283 1.053
O 5.906 0.887 -0.698
H -1.064 -1.151 1.907
H 7.890 1.476 -0.873
C 0.593 -0.751 -0.299
H 3.214 3.660 0.448
H -2.860 0.256 1.071
C -0.824 -0.118 1.654
H -8.245 -2.517 1.218
H -5.216 1.368 -1.294
H -2.680 -0.436 -2.453
C -8.926 0.499 -0.161
H -0.453 -0.611 -2.174
C 7.228 -2.528 -0.325
F -10.346 -1.035 0.929
C -1.858 0.405 0.660
C 5.058 -0.987 0.503
H 7.069 1.070 -2.410
C -4.169 -0.395 -0.951
H 4.071 1.175 -0.338
H -9.762 1.164 -0.309
H 1.258 -0.662 1.754
C 7.121 -1.207 -0.727
C 0.594 -0.097 1.088
H -0.866 0.487 2.559
C 2.384 3.022 0.673
C 1.087 3.381 1.043
```

Values from the calculation:
SMILES ... COc1ccccc1C(=O)Nc1ccnn1C1CCN(C/C=C/c2ccc(F)cc2)CC1
Orbital gap ... 0.3202 hartree
LUMO energy ... 0.5 eV
Charge ... 0
Molar mass ... 434.51 g/mol
Energy above the lowest of the compared OMol25 structures with the same formula, charge and spin ... 1.6283 eV

---

Entry 5:
Computed, not measured: a single C25H27N3O5 molecule in a non-equilibrium geometry, with the ωB97M-V functional and the def2-TZVPD basis.

Geometry as XYZ:
```
60
C25H27N3O5 (the ωB97M-V functional and the def2-TZVPD basis)
H -0.577 0.024 0.904
C 2.625 1.081 0.622
H 0.484 3.471 -2.363
H 1.943 3.143 -1.399
C 0.023 3.716 1.965
C 3.163 -2.398 -1.217
H -5.019 -2.913 -3.449
C 1.957 0.988 2.923
H -3.560 0.148 -1.233
C -4.789 -1.599 -1.729
H -2.935 -0.649 -3.480
C 2.793 -2.830 0.933
H -5.349 -1.844 -0.828
H 3.902 1.583 2.255
C 1.358 0.662 0.245
H -0.739 2.797 -0.217
O -1.228 3.193 1.973
H 1.865 -3.787 2.585
O 1.991 4.063 0.710
C 3.675 -3.068 -0.080
C -0.791 3.943 4.023
H -2.696 2.972 3.404
H 2.821 -2.368 3.006
N -1.186 -0.979 -2.461
H -4.607 -3.763 -1.966
C 2.782 -3.245 2.360
C 0.898 2.854 -1.557
O -0.774 -2.303 -0.660
C 2.919 1.249 1.963
C -2.600 -1.250 -2.629
H -5.404 -0.930 -2.333
C 0.845 3.661 0.750
O 1.780 -2.063 0.489
C -3.459 -0.924 -1.403
C -1.705 3.335 3.216
H 3.637 -3.882 2.566
H -0.758 -0.303 -3.085
H -2.330 -3.327 -2.188
C -0.412 -1.509 -1.500
H 4.575 -3.646 -0.027
H -3.002 -1.384 -0.528
H 3.374 1.271 -0.132
H 3.594 -2.367 -2.197
H -2.698 -3.035 -3.893
C 0.823 1.407 -2.032
C 2.005 -1.799 -0.814
C -4.420 -2.857 -2.539
H 2.190 1.119 3.970
N 1.060 0.439 -1.130
H 1.348 -0.958 -2.634
C 1.041 -0.964 -1.581
H 1.259 4.655 3.491
C -2.927 -2.728 -2.874
C 0.336 4.192 3.212
N 0.216 3.102 -0.315
C 0.395 0.383 1.207
H -0.048 0.333 3.294
C 0.699 0.549 2.545
O 0.541 1.154 -3.196
H -0.906 4.182 5.060
```

Values from the calculation:
SMILES ... Cc1ccc([C@@H](C(=O)NC2CCCC2)N(C(=O)CNC(=O)c2ccco2)c2ccccc2)o1
Orbital gap ... 0.3271 hartree
LUMO energy ... 0.6 eV
Charge ... 0
Molar mass ... 449.51 g/mol
Energy above the lowest of the compared OMol25 structures with the same formula, charge and spin ... 1.3256 eV

---

Entry 6:
Computed, not measured: a molecular structure, C25H27N3O5SSr, with the ωB97M-V functional and the def2-TZVPD basis.

Geometry as XYZ:
```
62
C25H27N3O5SSr (the ωB97M-V functional and the def2-TZVPD basis)
C 0.211 -2.775 1.466
H -3.390 0.265 -4.670
S 2.037 2.379 -1.049
H -3.512 -2.578 3.678
H 5.169 3.594 -2.314
C -0.931 -2.885 2.337
O 1.471 0.998 -1.196
C 0.594 -5.178 1.751
N -1.957 1.766 -1.352
C 2.376 -6.301 0.670
C -2.688 1.365 -2.381
H -0.766 -6.240 3.048
C -1.906 -2.261 -2.263
H 3.152 -5.641 1.065
C -2.968 -0.492 -4.027
C 3.233 2.649 -2.376
H 3.866 1.320 -0.028
C 4.206 3.682 -1.813
C -2.145 3.150 -1.020
H -3.181 -2.145 -5.377
C -1.225 -4.152 2.900
C 3.416 2.304 0.119
O 1.253 -6.342 1.528
H -2.219 -3.777 -3.739
C -1.774 -1.762 2.688
H -0.235 6.461 1.614
H 2.709 2.971 -3.273
H 3.694 1.675 -2.554
C -1.329 3.595 0.171
H -1.911 3.817 -1.861
H 0.154 2.370 2.807
C 0.945 -3.974 1.199
H 3.029 2.374 1.134
H -3.199 3.371 -0.789
H -2.164 -2.251 4.765
H -1.490 5.660 -0.377
C -2.855 -1.818 -4.397
O 0.621 -1.682 0.948
H 3.837 4.687 -2.013
H 4.059 4.361 0.256
C -0.411 5.403 1.461
C -2.538 -0.107 -2.761
C 0.060 4.465 2.375
H -3.120 -0.904 4.087
C -2.696 -1.885 3.887
O -1.812 -0.679 2.084
H 2.756 -7.318 0.619
H -1.475 -2.934 -1.529
N -2.004 -0.979 -1.900
C 4.337 3.456 -0.281
H 2.097 -5.966 -0.332
C -1.107 4.963 0.357
H 0.604 4.755 3.263
H -2.071 -4.243 3.568
N -0.862 2.696 1.044
H 1.799 -3.864 0.547
H 5.362 3.222 0.001
C -2.320 -2.729 -3.495
C -0.512 -5.279 2.624
O -3.459 2.049 -3.073
C -0.191 3.135 2.118
Sr -0.627 0.183 0.058
```

Values from the calculation:
Orbital gap ... 0.2738 hartree
LUMO energy ... 0.2 eV
Charge ... 0
Molar mass ... 569.19 g/mol
Energy above the lowest of the compared OMol25 structures with the same formula, charge and spin ... 0.2721 eV